{
  "formula": "C7H13N2P",
  "method": "the ωB97M-V functional and the def2-TZVPD basis",
  "species": ["P", "N", "N", "C", "C", "C", "C", "C", "C", "C", "H", "H", "H", "H", "H", "H", "H", "H", "H", "H", "H", "H", "H"],
  "positions_angstrom": [[-1.886, -1.015, -2.104], [-0.317, 0.299, -0.227], [0.876, -0.889, -1.997], [0.486, -2.051, 0.100], [2.165, -0.142, -0.103], [-2.698, 0.991, -0.266], [-0.014, 1.414, 0.659], [-1.553, 0.061, -0.784], [-0.197, -0.978, -2.654], [0.762, -0.665, -0.501], [-3.503, 0.418, -0.349], [-2.801, 1.859, -0.826], [-2.520, 1.480, 0.752], [2.196, 0.918, -0.199], [-0.786, 2.072, 0.943], [0.472, -2.107, 1.167], [1.027, -2.835, -0.351], [2.830, -0.541, -0.820], [0.554, 0.951, 1.488], [0.866, 2.047, 0.179], [-0.522, -2.218, -0.216], [2.361, -0.515, 0.963], [-0.215, -1.177, -3.823]],
  "forces_ev_per_a": [[-0.675, 0.761, 0.552], [-1.592, -0.580, -0.811], [0.231, 0.898, 0.279], [-1.400, 1.357, -0.354], [-1.529, -1.080, 1.965], [4.702, 0.768, 2.044], [4.305, -0.204, -1.009], [0.456, 2.121, 1.417], [-0.327, -1.475, -2.177], [1.370, -0.615, -1.308], [-3.894, -2.017, 0.107], [-0.144, 1.345, -1.784], [-0.520, -1.588, -0.971], [0.418, 0.661, 0.147], [-0.882, 0.245, 0.217], [0.373, 0.164, 0.768], [1.173, -0.622, -0.387], [0.862, -0.686, -0.412], [-0.806, 0.581, 0.272], [-2.199, -0.788, 0.718], [-0.867, -0.591, 0.020], [0.177, 0.862, -1.492], [0.768, 0.480, 2.200]],
  "mulliken_charge": [-0.184, -0.014, -0.715, -1.572, -1.675, -1.513, -0.931, 0.747, -0.083, 1.193, 0.537, 0.334, 0.310, 0.392, 0.408, 0.375, 0.450, 0.507, 0.348, 0.162, 0.326, 0.289, 0.309],
  "smiles": "CC1=PC=NC(C)(C)N1C",
  "max_force_ev_per_a": 5.18,
  "lumo_energy_ev": 0.760,
  "multiplicity": 1,
  "gap_ev": 8.2,
  "de_lowest_kj_mol": 78.0,
  "total_charge": 0,
  "homo_energy_ha": -0.2736
}


{
  "formula": "C29H29F3GeN6STi",
  "method": "the ωB97M-V functional and the def2-TZVPD basis",
  "species": ["Ge", "Ti", "S", "F", "F", "F", "N", "N", "N", "N", "N", "N", "C", "C", "C", "C", "C", "C", "C", "C", "C", "C", "C", "C", "C", "C", "C", "C", "C", "C", "C", "C", "C", "C", "C", "C", "C", "C", "C", "C", "C", "H", "H", "H", "H", "H", "H", "H", "H", "H", "H", "H", "H", "H", "H", "H", "H", "H", "H", "H", "H", "H", "H", "H", "H", "H", "H", "H", "H", "H"],
  "positions_angstrom": [[1.332, -0.580, 0.142], [-2.135, 0.326, 0.173], [-3.652, -1.609, -0.429], [-5.181, -3.954, 0.306], [-5.987, -4.146, 2.302], [-4.134, -5.139, 1.783], [-2.840, -0.788, 1.919], [-1.634, 3.559, -1.118], [-1.934, 3.087, -3.360], [-1.893, 2.393, 0.900], [-2.291, 1.413, -1.723], [-1.105, 4.611, 0.839], [-1.555, 3.444, 0.256], [-2.437, 2.185, -4.385], [1.535, -3.480, -2.925], [2.765, -1.299, 4.636], [2.391, 0.896, -0.628], [4.463, 1.830, -1.476], [-3.137, -1.766, 4.063], [3.458, -0.397, 3.843], [2.663, -3.160, -0.416], [1.234, -2.365, -2.158], [2.968, -4.283, -1.177], [-0.741, 3.825, -3.785], [-4.840, -3.999, 1.590], [2.489, 3.190, -1.412], [-2.638, -0.785, 3.232], [-3.543, -1.771, 1.301], [-3.858, -2.787, 3.465], [1.301, -1.772, 2.788], [3.743, 0.768, -0.943], [3.838, 3.048, -1.710], [-4.065, -2.809, 2.097], [1.990, -0.872, 1.971], [1.682, -1.989, 4.104], [1.779, 2.121, -0.879], [1.794, -2.182, -0.893], [2.406, -4.445, -2.434], [-0.504, -0.156, 0.154], [-1.968, 2.600, -2.064], [3.070, -0.188, 2.523], [0.537, -1.629, -2.547], [-0.914, 4.191, -4.794], [3.066, -1.466, 5.662], [-3.418, 1.808, -4.103], [3.625, 0.524, 1.920], [-0.549, 4.695, -3.161], [0.152, 3.192, -3.782], [-1.763, 1.339, -4.571], [4.397, 3.877, -2.125], [1.995, 4.139, -1.600], [5.513, 1.706, -1.711], [-0.389, 5.106, 0.329], [-0.890, 4.539, 1.821], [-2.956, -1.737, 5.126], [-2.420, 0.802, -2.520], [3.110, -3.052, 0.567], [-1.677, 2.484, 1.887], [-1.629, 4.504, -1.462], [1.134, -2.696, 4.715], [3.644, -5.033, -0.783], [-4.264, -3.587, 4.072], [1.085, -3.603, -3.903], [4.303, 0.146, 4.249], [-2.546, 2.746, -5.310], [0.722, 2.215, -0.650], [0.445, -2.309, 2.390], [2.639, -5.320, -3.027], [4.248, -0.178, -0.778], [-2.028, 0.024, 3.617]],
  "forces_ev_per_a": [[0.038, -0.061, 0.043], [0.161, -0.088, -0.046], [-0.054, 0.083, 0.228], [-0.011, -0.033, 0.120], [0.095, -0.026, -0.069], [-0.090, 0.077, -0.037], [-0.180, 0.143, -0.069], [-0.011, 0.078, -0.052], [-0.003, 0.004, -0.008], [-0.164, 0.052, -0.030], [-0.151, 0.054, 0.024], [0.020, 0.037, -0.015], [0.038, -0.054, 0.041], [0.001, -0.013, 0.001], [0.028, -0.025, 0.015], [-0.012, -0.005, -0.002], [0.041, 0.045, -0.032], [-0.019, 0.025, 0.000], [0.023, 0.031, -0.071], [-0.003, -0.011, -0.007], [0.063, 0.007, 0.034], [-0.045, 0.031, -0.028], [0.003, 0.011, 0.005], [0.003, 0.018, 0.005], [0.012, -0.005, -0.023], [-0.013, 0.012, -0.014], [0.054, -0.066, 0.005], [-0.040, -0.070, -0.116], [0.002, -0.012, 0.090], [-0.037, -0.022, -0.011], [0.025, -0.043, -0.003], [0.012, -0.027, 0.001], [-0.037, -0.009, -0.008], [-0.028, -0.013, 0.096], [0.025, 0.018, 0.005], [-0.015, 0.025, 0.023], [-0.015, -0.052, -0.067], [-0.015, 0.011, -0.009], [0.281, 0.030, -0.092], [0.046, -0.069, 0.020], [0.045, 0.017, -0.017], [-0.002, 0.004, 0.040], [0.002, -0.004, -0.003], [0.000, 0.002, -0.001], [-0.004, 0.005, 0.007], [-0.016, 0.000, -0.016], [0.004, -0.015, 0.027], [0.008, -0.002, -0.001], [0.003, 0.002, -0.003], [-0.003, 0.001, 0.000], [-0.006, -0.001, -0.001], [0.001, 0.009, -0.003], [0.009, -0.012, 0.005], [-0.024, 0.000, 0.000], [-0.007, -0.018, 0.003], [0.037, -0.038, 0.045], [-0.021, 0.013, 0.011], [0.033, -0.073, -0.026], [-0.028, 0.008, 0.015], [0.005, -0.001, 0.004], [-0.001, -0.003, -0.006], [-0.009, -0.005, -0.018], [0.001, -0.004, 0.002], [-0.001, -0.003, 0.004], [0.008, 0.000, 0.000], [-0.037, 0.006, 0.001], [0.004, 0.018, -0.025], [0.001, 0.001, 0.001], [-0.021, -0.005, 0.003], [-0.012, 0.009, 0.006]],
  "mulliken_charge": [1.892, -0.848, -0.575, -0.236, -0.270, -0.265, -0.141, -0.042, -0.026, -0.300, -0.256, -0.592, 0.386, -1.150, -0.604, -0.391, -0.633, -0.724, -1.045, -0.645, -0.329, -0.276, -0.618, -1.137, 0.642, -0.166, -0.058, 0.790, -0.397, -0.286, -0.123, -0.601, -0.037, -0.439, -0.734, -0.319, -0.102, -0.387, 0.832, 0.463, -0.133, 0.314, 0.450, 0.367, 0.410, 0.338, 0.306, 0.350, 0.430, 0.384, 0.345, 0.388, 0.211, 0.265, 0.432, 0.132, 0.310, 0.096, 0.325, 0.399, 0.378, 0.424, 0.378, 0.390, 0.265, 0.153, 0.472, 0.364, 0.427, 0.382],
  "max_force_ev_per_a": 0.30,
  "lumo_energy_ev": -0.137,
  "multiplicity": 1,
  "gap_ev": 6.3,
  "de_lowest_kj_mol": 30.3,
  "total_charge": 0,
  "homo_energy_ha": -0.2379
}


{
  "formula": "C4H12O",
  "method": "the ωB97M-V functional and the def2-TZVPD basis",
  "species": ["O", "C", "C", "C", "C", "H", "H", "H", "H", "H", "H", "H", "H", "H", "H", "H", "H"],
  "positions_angstrom": [[-2.029, 2.502, 0.922], [1.050, 0.740, -0.958], [0.259, -0.451, 1.154], [0.103, -0.300, -0.380], [0.256, -1.792, -0.936], [-0.958, -0.062, -0.520], [-1.357, 1.844, 0.680], [0.788, -2.399, -0.214], [0.753, 1.721, -0.555], [0.767, -1.781, -1.898], [2.080, 0.617, -0.640], [-0.176, -1.350, 1.598], [1.236, -0.194, 1.556], [-0.793, -2.076, -1.007], [-0.397, 0.313, 1.621], [-2.460, 1.967, 1.614], [0.876, 0.700, -2.038]],
  "forces_ev_per_a": [[0.082, -0.393, 0.064], [-1.316, 0.072, 0.274], [-1.313, 1.684, 0.323], [0.843, -2.442, 1.493], [-0.245, 2.127, 0.083], [0.306, 0.453, -0.382], [0.189, 0.302, -0.275], [0.076, -0.177, -0.109], [-0.002, -0.001, -0.332], [-0.158, -0.308, -0.210], [0.191, -0.386, -0.334], [0.409, -0.260, -0.298], [0.359, -0.491, -0.202], [0.137, -0.822, -0.294], [0.201, -0.053, 0.069], [-0.374, 0.269, 0.204], [0.615, 0.425, -0.074]],
  "mulliken_charge": [-1.239, -1.883, -2.836, 0.895, -1.626, 0.293, -0.129, 0.435, 0.394, 0.385, 0.676, 1.043, 0.263, 0.408, 0.582, 1.035, 0.304],
  "max_force_ev_per_a": 2.98,
  "lumo_energy_ev": [4.151, 3.929],
  "multiplicity": 2,
  "gap_ev": [2.9, 10.9],
  "de_lowest_kj_mol": 2.8,
  "total_charge": -1,
  "homo_energy_ha": [0.0452, -0.2557]
}


{
  "formula": "C4H4NO3S",
  "method": "the ωB97M-V functional and the def2-TZVPD basis",
  "species": ["S", "O", "O", "O", "N", "C", "C", "C", "C", "H", "H", "H", "H"],
  "positions_angstrom": [[-0.890, -1.731, -0.956], [-0.468, 0.518, 2.199], [0.297, 2.271, 0.398], [-0.109, -2.032, 1.613], [-0.797, -1.182, 0.611], [0.082, 1.008, -0.152], [0.403, 0.609, -1.423], [-0.399, 0.180, 0.941], [0.196, -0.648, -1.942], [0.077, -1.466, 2.394], [0.929, 1.391, -2.001], [0.664, -0.973, -2.927], [0.014, 2.054, 1.245]],
  "forces_ev_per_a": [[0.747, 0.848, -1.258], [0.377, -0.317, -2.945], [1.111, 1.075, -3.656], [0.556, -0.997, -0.244], [0.414, 1.398, 2.398], [-1.849, -1.069, 4.154], [0.726, -0.325, -1.422], [-0.239, -0.538, -0.758], [0.085, -0.191, -0.505], [-0.513, 0.281, -0.875], [-0.067, -0.631, 0.079], [-0.681, 0.205, 1.633], [-0.666, 0.259, 3.399]],
  "mulliken_charge": [-0.179, -0.848, -0.647, -0.509, 0.012, 0.112, -0.476, 0.795, -0.469, 0.324, 0.271, 0.290, 0.324],
  "smiles": "[O-]C1=C(O)C=CSN1O",
  "max_force_ev_per_a": 4.67,
  "lumo_energy_ev": 3.563,
  "multiplicity": 1,
  "gap_ev": 5.9,
  "de_lowest_kj_mol": 467.5,
  "total_charge": -1,
  "homo_energy_ha": -0.0862
}


{
  "formula": "C3H4O3Ru",
  "method": "the ωB97M-V functional and the def2-TZVPD basis",
  "species": ["Ru", "O", "O", "O", "C", "C", "C", "H", "H", "H", "H"],
  "positions_angstrom": [[0.264, 1.875, 1.689], [2.522, 0.187, -0.489], [-1.043, 2.295, 0.021], [-0.496, 0.644, -1.315], [-0.601, 1.122, -0.079], [0.410, -0.448, -1.536], [1.859, 0.026, -1.668], [1.814, 0.961, -2.287], [0.083, -0.945, -2.463], [0.327, -1.147, -0.689], [2.326, -0.741, -2.341]],
  "forces_ev_per_a": [[0.203, 0.030, 0.664], [0.045, 0.189, -0.565], [-0.265, -0.479, -0.097], [-0.100, 0.093, -0.284], [0.440, 0.405, -0.655], [-0.348, -0.381, 0.630], [-1.068, -0.498, -0.830], [0.561, -0.304, 0.530], [0.041, 0.282, 0.346], [0.066, 0.086, -0.302], [0.424, 0.576, 0.565]],
  "mulliken_charge": [0.156, -0.296, -0.536, -0.248, 0.305, -0.309, -0.317, 0.287, 0.332, 0.325, 0.301],
  "max_force_ev_per_a": 1.44,
  "lumo_energy_ev": [0.655, -2.283],
  "multiplicity": 7,
  "gap_ev": [7.3, 7.2],
  "de_lowest_kj_mol": 189.3,
  "total_charge": 0,
  "homo_energy_ha": [-0.2436, -0.3477]
}


{
  "formula": "CHN2O3",
  "method": "the ωB97M-V functional and the def2-TZVPD basis",
  "species": ["O", "O", "O", "N", "N", "C", "H"],
  "positions_angstrom": [[1.620, 0.717, -1.078], [-0.608, 0.600, -0.942], [-2.067, -0.401, 0.623], [0.659, 0.333, -0.578], [0.388, -0.441, 0.466], [-1.029, -0.175, 0.247], [1.036, -0.634, 1.262]],
  "forces_ev_per_a": [[0.140, -0.163, 0.036], [-0.373, -0.100, 0.072], [-1.745, -0.553, 1.092], [0.640, 0.563, -0.334], [-0.376, -0.258, 1.016], [2.280, 0.398, -1.179], [-0.566, 0.114, -0.702]],
  "mulliken_charge": [-0.341, -0.182, -0.136, 1.018, -0.159, 0.445, 0.354],
  "max_force_ev_per_a": 2.60,
  "lumo_energy_ev": -7.545,
  "multiplicity": 1,
  "gap_ev": 11.3,
  "de_lowest_kj_mol": 245.0,
  "total_charge": 1,
  "homo_energy_ha": -0.6942
}


{
  "formula": "C5HN",
  "method": "the ωB97M-V functional and the def2-TZVPD basis",
  "species": ["N", "C", "C", "C", "C", "C", "H"],
  "positions_angstrom": [[3.795, 0.314, -0.062], [-1.363, -0.491, -0.117], [2.596, -0.132, -0.073], [0.011, -0.563, -0.091], [1.196, -0.514, 0.181], [-2.622, 0.359, -0.041], [-3.613, 1.027, 0.202]],
  "forces_ev_per_a": [[-9.933, -3.810, -0.318], [-10.936, 7.560, 0.869], [6.681, 2.772, 1.462], [-0.668, 0.181, 0.603], [3.161, 0.971, -1.790], [8.898, -5.194, -0.012], [2.797, -2.480, -0.813]],
  "mulliken_charge": [-0.410, -0.616, 0.195, 0.530, 0.169, -0.211, 0.345],
  "smiles": "C#CC#CC#N",
  "max_force_ev_per_a": 13.32,
  "lumo_energy_ev": -1.592,
  "multiplicity": 1,
  "gap_ev": 8.1,
  "de_lowest_kj_mol": 459.5,
  "total_charge": 0,
  "homo_energy_ha": -0.3573
}


{
  "formula": "C10H13N2",
  "method": "the ωB97M-V functional and the def2-TZVPD basis",
  "species": ["N", "N", "C", "C", "C", "C", "C", "C", "C", "C", "C", "C", "H", "H", "H", "H", "H", "H", "H", "H", "H", "H", "H", "H", "H"],
  "positions_angstrom": [[2.250, -0.899, -1.830], [1.554, 0.633, 0.557], [0.858, -0.160, -0.445], [1.223, 0.140, -1.965], [0.601, 1.666, 1.083], [-1.725, -0.719, -0.544], [1.705, -1.553, -0.701], [-2.848, 0.037, 1.530], [-0.707, 0.787, 0.921], [-1.743, 0.860, 1.831], [-2.855, -0.586, 0.289], [-0.584, -0.130, -0.099], [-3.767, 0.189, 2.194], [2.219, -1.902, 0.162], [-3.681, -1.162, -0.017], [2.410, -1.568, -2.602], [0.813, -2.251, -0.892], [-1.680, 1.628, 2.612], [0.828, 1.811, 2.104], [0.620, 2.596, 0.589], [1.775, 1.073, -2.310], [-1.952, -1.332, -1.409], [0.436, -0.259, -2.647], [2.513, 0.983, 0.138], [1.738, 0.119, 1.453]],
  "forces_ev_per_a": [[2.113, -1.467, -1.398], [2.703, 1.834, 0.455], [0.417, -2.288, -2.811], [1.538, -0.696, -0.107], [-1.732, -2.393, -0.117], [-1.757, -0.719, 0.551], [-5.392, 1.309, 0.619], [-0.986, 2.013, 0.860], [1.249, 1.917, 2.128], [-0.260, 0.077, -1.031], [0.773, -0.403, 0.548], [1.150, 1.005, 0.483], [1.324, -0.862, -1.173], [1.175, -0.290, 0.341], [-1.174, -0.315, -0.213], [0.031, 1.035, 0.274], [1.459, 0.241, -0.056], [-0.393, -0.659, -0.085], [0.271, 0.355, 1.124], [-0.007, 0.847, -1.039], [-1.535, -0.635, 0.492], [0.948, -0.020, -0.148], [0.078, 1.072, 0.594], [-2.221, -0.746, 1.162], [0.231, -0.210, -1.452]],
  "mulliken_charge": [-0.448, -0.075, 0.786, -0.548, -0.887, -0.476, -0.744, -0.653, 0.407, -0.585, -0.580, 0.002, 0.305, 0.376, 0.401, 0.257, 0.316, 0.422, 0.491, 0.299, 0.241, 0.444, 0.345, 0.462, 0.443],
  "smiles": "c1ccc2c(c1)C[NH2+]C21CNC1",
  "max_force_ev_per_a": 5.58,
  "lumo_energy_ev": -3.140,
  "multiplicity": 1,
  "gap_ev": 9.8,
  "de_lowest_kj_mol": 312.6,
  "total_charge": 1,
  "homo_energy_ha": -0.4754
}